The following is a DFT calculation (ωB97M-V/def2-TZVPD) of 2 unconnected molecules or ions with the total composition C17H25F2N7O6.

Gap between HOMO and LUMO: 9.26 eV
LUMO energy: 0.45 eV
HOMO energy: -8.816 eV
SMILES: Nc1ncnc2c1ncn2[C@@H]1O[C@H](C(F)F)[C@@H](O)[C@@H]1O.CNC(=O)[C@@H](NC(C)=O)[C@@H](C)O

Structure (ORCA input):
```
! RIJCOSX wB97M-V def2-TZVPD def2/J DEFGRID3
* xyz 0 1
O -3.086 -3.204 1.705
O -3.445 0.876 2.848
F 4.960 -0.148 1.072
F 3.130 0.946 1.667
N 1.160 1.520 -4.900
N -2.456 0.541 -4.997
N -1.244 -0.499 -3.248
O 2.003 0.255 -0.971
O 3.032 -1.833 -3.554
O 4.415 -2.387 -0.717
O 0.586 1.104 3.204
C -2.661 -2.409 2.528
C -2.373 0.750 3.435
C 1.870 0.978 -3.929
C -2.368 -0.274 -3.939
C -1.342 1.129 -5.370
C -0.162 0.150 -3.657
C -0.129 0.992 -4.729
N -1.479 1.953 -6.428
N -2.040 1.516 4.479
N 1.098 0.139 -3.134
N -1.939 -1.361 2.137
C -2.929 -2.633 4.003
C -2.898 2.552 5.049
C 3.854 0.492 0.605
C 1.492 -0.643 -1.959
C 2.983 -0.461 -0.215
C 2.585 -1.707 -2.195
C 3.725 -1.262 -1.280
C -0.499 1.210 1.096
C -1.351 -0.310 2.991
C -0.140 0.321 2.287
H 2.306 -2.138 -4.130
H 5.133 -2.103 -0.122
H 1.406 1.364 2.767
H 2.927 1.168 -3.769
H -3.271 -0.786 -3.618
H -2.438 2.246 -6.559
H -0.738 2.642 -6.483
H -1.099 1.419 4.835
H -1.890 -1.237 1.138
H -1.988 -2.777 4.528
H -3.545 -3.524 4.113
H -3.465 -1.776 4.406
H -3.767 2.092 5.524
H -3.246 3.219 4.257
H -2.346 3.131 5.790
H 4.161 1.335 -0.021
H 0.602 -1.145 -1.561
H 2.489 -1.156 0.474
H 2.201 -2.676 -1.856
H 4.415 -0.618 -1.839
H 0.407 1.635 0.666
H -1.006 0.621 0.331
H -1.151 2.026 1.409
H -0.966 -0.778 3.895
H 0.515 -0.479 1.939
*
```